1.
Here is the molecule C19H20O4 from OMol25. Energies are from wB97M-V/def2-TZVPD.

Results
E_HOMO	-8.37	eV
structure (SMILES)	Cc1cc(=O)cc2c3c1C[C@@H]1[C@@H]4OC(=O)[C@@](CC2)([C@H](C)[C@H]4O)[C@H]31
Kohn-Sham gap	8.17	eV
total energy	-1036.96013	hartree

Geometry (Å):
C1 2.15 -1.74 -3.33
C2 0.73 -1.43 -2.84
C3 -0.37 -2.10 -3.44
C4 -1.80 -2.02 -3.18
O1 -2.54 -2.58 -3.98
C5 -2.43 -1.38 -2.05
C6 -1.86 -0.55 -1.07
C7 -0.48 -0.11 -1.01
C8 0.62 -0.46 -1.74
C9 1.84 0.27 -1.19
C10 1.42 1.02 0.10
C11 2.02 0.52 1.44
O2 1.64 -0.85 1.67
C12 0.29 -1.08 1.68
O3 -0.20 -2.19 1.72
C13 -0.54 0.22 1.47
C14 -2.10 -0.09 1.47
C15 -2.75 -0.03 0.04
C16 -0.12 1.23 2.59
C17 -0.75 2.67 2.46
C18 1.46 1.40 2.54
O4 2.01 0.97 3.78
C19 -0.12 0.82 0.10
H1 2.77 -2.08 -2.48
H2 2.64 -0.82 -3.77
H3 2.15 -2.47 -4.11
H4 -0.12 -2.82 -4.20
H5 -3.52 -1.55 -2.03
H6 2.27 0.90 -1.98
H7 2.60 -0.46 -0.90
H8 1.68 2.05 -0.03
H9 3.12 0.57 1.43
H10 -2.62 0.61 2.10
H11 -2.27 -1.09 1.93
H12 -3.71 -0.55 0.05
H13 -3.04 1.00 -0.20
H14 -0.47 0.85 3.54
H15 -1.83 2.66 2.60
H16 -0.39 3.33 3.29
H17 -0.54 3.15 1.51
H18 1.71 2.45 2.33
H19 2.07 -0.01 3.78
H20 -0.64 1.78 -0.08



2.
Here is a cluster of 9 separate species, C48H117N7O2 in total from OMol25. Energies are from wB97M-V/def2-TZVPD.

Results
E_HOMO	-7.98	eV
structure (SMILES)	CCN(CC)CC.CCN(CC)CC.CCN(CC)CC.CCN(CC)CC.CCN(CC)CC.CCN(CC)CC.CCN(CC)CC.CC(C)=O.CC(C)=O
Kohn-Sham gap	8.24	eV
total energy	-2432.52130	hartree

Geometry (Å):
C1 26.17 28.64 -27.69
C2 24.75 28.79 -27.06
N1 23.75 28.97 -28.06
C3 23.54 27.69 -28.79
C4 23.22 28.11 -30.24
C5 22.54 29.68 -27.63
C6 22.72 31.20 -27.35
H1 26.94 28.62 -26.91
H2 26.48 29.39 -28.41
H3 26.30 27.69 -28.22
H4 24.40 28.00 -26.39
H5 24.77 29.65 -26.39
H6 24.38 26.99 -28.83
H7 22.66 27.16 -28.44
H8 22.79 27.36 -30.90
H9 22.50 28.93 -30.26
H10 24.15 28.47 -30.69
H11 22.14 29.18 -26.75
H12 21.80 29.64 -28.43
H13 23.36 31.57 -28.15
H14 23.27 31.39 -26.43
H15 21.78 31.74 -27.20
C7 20.59 21.63 -24.34
C8 20.96 20.44 -23.41
N2 19.84 19.95 -22.63
C9 19.38 21.00 -21.73
C10 18.05 20.63 -21.02
C11 20.23 18.70 -21.97
C12 20.18 17.52 -22.89
H16 21.22 21.64 -25.23
H17 20.74 22.51 -23.72
H18 19.57 21.50 -24.70
H19 21.22 19.61 -24.07
H20 21.83 20.67 -22.80
H21 20.12 21.17 -20.95
H22 19.26 21.99 -22.18
H23 17.64 21.61 -20.78
H24 17.31 20.21 -21.70
H25 18.22 20.21 -20.03
H26 19.53 18.39 -21.19
H27 21.20 18.77 -21.48
H28 19.30 17.67 -23.51
H29 20.18 16.58 -22.35
H30 20.98 17.58 -23.63
C13 15.01 25.40 -23.89
C14 16.23 26.01 -24.55
N3 15.92 26.90 -25.71
C15 15.21 28.10 -25.27
C16 16.08 29.15 -24.50
C17 17.03 27.21 -26.63
C18 17.41 25.99 -27.54
H31 14.35 25.97 -23.23
H32 15.45 24.78 -23.11
H33 14.51 24.78 -24.63
H34 16.73 26.54 -23.74
H35 16.90 25.19 -24.78
H36 14.96 28.63 -26.19
H37 14.25 27.92 -24.79
H38 15.63 30.11 -24.24
H39 16.37 28.86 -23.49
H40 16.98 29.44 -25.04
H41 17.84 27.45 -25.93
H42 16.90 28.06 -27.29
H43 17.84 26.31 -28.48
H44 16.48 25.46 -27.76
H45 18.04 25.29 -27.00
C19 8.77 30.26 -16.65
C20 9.78 31.36 -16.89
N4 10.47 31.24 -18.20
C21 11.41 30.12 -18.20
C22 12.23 30.05 -19.46
C23 10.96 32.53 -18.49
C24 12.05 32.99 -17.53
H46 9.23 29.27 -16.53
H47 8.07 30.22 -17.48
H48 8.23 30.51 -15.74
H49 9.26 32.32 -16.85
H50 10.48 31.40 -16.06
H51 12.00 30.16 -17.28
H52 11.00 29.12 -18.05
H53 11.71 30.23 -20.40
H54 12.94 30.87 -19.54
H55 12.95 29.24 -19.53
H56 10.07 33.15 -18.58
H57 11.49 32.63 -19.44
H58 12.45 33.96 -17.81
H59 12.82 32.22 -17.52
H60 11.60 33.19 -16.56
C25 11.08 25.76 -28.29
C26 10.05 24.85 -27.55
N5 8.72 25.32 -27.35
C27 8.07 25.74 -28.59
C28 6.69 26.38 -28.51
C29 7.94 24.36 -26.55
C30 8.46 24.09 -25.15
H61 12.08 25.35 -28.46
H62 11.26 26.72 -27.82
H63 10.71 26.09 -29.26
H64 10.01 23.92 -28.12
H65 10.41 24.65 -26.54
H66 8.78 26.31 -29.19
H67 8.01 24.83 -29.20
H68 5.92 25.82 -27.98
H69 6.65 27.31 -27.94
H70 6.34 26.60 -29.52
H71 7.81 23.45 -27.13
H72 6.97 24.84 -26.48
H73 9.32 23.42 -25.14
H74 7.65 23.44 -24.83
H75 8.65 24.93 -24.48
C31 17.11 27.63 -34.52
C32 16.59 28.90 -33.87
N6 17.25 30.11 -34.45
C33 17.12 31.18 -33.50
C34 18.27 30.97 -32.50
C35 16.82 30.43 -35.80
C36 17.78 31.45 -36.56
H76 16.78 26.77 -33.94
H77 18.19 27.71 -34.57
H78 16.69 27.40 -35.50
H79 15.53 28.93 -34.11
H80 16.77 28.86 -32.80
H81 17.24 32.13 -34.01
H82 16.16 31.15 -32.98
H83 18.37 31.81 -31.81
H84 18.09 30.08 -31.90
H85 19.25 30.93 -32.99
H86 15.85 30.92 -35.77
H87 16.92 29.53 -36.40
H88 17.70 31.37 -37.64
H89 18.83 31.29 -36.29
H90 17.65 32.48 -36.24
C37 12.91 39.61 -30.38
C38 12.69 38.81 -29.07
N7 13.23 37.46 -29.25
C39 13.48 36.83 -27.98
C40 14.19 35.49 -28.10
C41 12.43 36.70 -30.31
C42 10.94 36.46 -29.89
H91 12.96 40.68 -30.19
H92 12.26 39.41 -31.23
H93 13.90 39.60 -30.85
H94 13.41 39.30 -28.41
H95 11.71 38.92 -28.61
H96 14.24 37.44 -27.48
H97 12.60 36.69 -27.36
H98 15.03 35.72 -28.76
H99 14.67 35.23 -27.15
H100 13.69 34.63 -28.55
H101 12.99 35.79 -30.50
H102 12.66 37.12 -31.29
H103 10.45 36.01 -30.75
H104 10.38 37.31 -29.49
H105 11.06 35.70 -29.11
C43 19.83 20.93 -30.85
C44 20.69 21.85 -31.69
C45 20.94 21.41 -33.14
O1 21.03 22.97 -31.37
H106 19.42 21.38 -29.94
H107 20.42 20.06 -30.56
H108 19.02 20.48 -31.40
H109 21.94 20.98 -33.17
H110 21.07 22.25 -33.82
H111 20.15 20.72 -33.43
C46 14.66 21.06 -26.57
C47 13.57 20.34 -25.87
C48 13.84 19.13 -24.97
O2 12.43 20.65 -26.02
H112 14.33 22.01 -26.99
H113 15.18 20.62 -27.42
H114 15.44 21.34 -25.86
H115 13.92 18.31 -25.68
H116 12.98 18.89 -24.34
H117 14.82 19.22 -24.49



3.
Here is a cluster of 4 separate species, CH11N2O3 in total from OMol25. Energies are from wB97M-V/def2-TZVPD.

Results
E_HOMO	-15.19	eV
Kohn-Sham gap	11.66	eV
total energy	-379.71426	hartree
net charge	+1

Geometry (Å):
N1 0.97 0.27 0.30
C1 0.65 1.51 -0.02
N2 -0.57 1.80 -0.49
H1 0.24 -0.31 0.68
H2 1.88 -0.14 0.12
H3 1.39 2.29 -0.13
H4 -0.76 2.80 -0.52
H5 -1.31 1.16 -0.13
H6 4.48 -0.41 -0.34
H7 4.21 0.68 -1.28
O1 3.76 0.08 -0.72
H8 -3.61 0.18 -0.48
H9 -2.57 -0.85 0.15
O2 -2.66 -0.07 -0.41
H10 -1.62 -3.28 0.49
H11 -2.32 -3.07 1.82
O3 -2.16 -2.65 0.97



4.
Here is a structure of composition C34H36BF3O4S from OMol25. Energies are from wB97M-V/def2-TZVPD.

Results
E_HOMO	-7.36	eV
Kohn-Sham gap	7.27	eV
total energy	-2340.81911	hartree

Geometry (Å):
C1 -3.33 5.88 -0.46
C2 -2.45 4.81 0.07
C3 -2.36 4.36 1.38
C4 -1.36 3.39 1.56
C5 -0.69 3.10 0.37
B1 -1.21 -0.80 -0.34
C6 0.48 2.33 0.20
C7 1.21 1.94 1.35
C8 2.59 2.10 1.29
C9 3.15 2.50 0.07
C10 4.59 2.91 0.03
F1 5.27 2.25 -0.97
F2 4.70 4.25 -0.24
F3 5.25 2.67 1.19
C11 2.44 2.57 -1.12
C12 1.08 2.37 -1.08
O1 -1.83 -0.68 0.90
C13 -3.24 -0.56 0.61
C14 -3.85 -1.91 0.93
C15 -3.82 0.43 1.60
C16 -3.29 -0.17 -0.93
C17 -4.03 -1.14 -1.85
C18 -3.83 1.22 -1.18
O2 -1.90 -0.23 -1.38
S1 -1.41 3.94 -0.98
H1 -3.86 6.35 0.38
H2 -2.77 6.65 -1.01
H3 -4.06 5.42 -1.13
H4 -3.00 4.75 2.18
H5 -1.09 2.89 2.50
H6 0.71 1.68 2.27
H7 3.22 1.98 2.15
H8 2.95 2.78 -2.06
H9 0.46 2.35 -1.98
H10 -4.94 -1.88 0.84
H11 -3.43 -2.70 0.29
H12 -3.62 -2.15 1.97
H13 -4.90 0.53 1.46
H14 -3.66 0.04 2.62
H15 -3.34 1.41 1.56
H16 -5.10 -1.20 -1.61
H17 -3.95 -0.77 -2.88
H18 -3.60 -2.14 -1.82
H19 -4.91 1.24 -0.95
H20 -3.32 1.97 -0.57
H21 -3.70 1.51 -2.22
C19 1.89 -4.26 5.37
O3 0.89 -4.45 4.34
C20 0.87 -3.63 3.27
C21 -0.14 -3.89 2.31
C22 -0.27 -3.05 1.23
C23 0.57 -1.94 1.02
C24 0.29 -1.15 -0.22
C25 1.44 -0.96 -1.16
C26 1.25 -1.36 -2.51
C27 2.35 -1.65 -3.30
C28 3.64 -1.34 -2.82
O4 4.64 -1.68 -3.67
C29 4.01 -2.29 -4.86
C30 2.48 -2.31 -4.63
C31 3.84 -0.80 -1.55
C32 2.74 -0.65 -0.73
C33 1.60 -1.73 1.95
C34 1.78 -2.58 3.04
H22 1.51 -4.85 6.19
H23 2.85 -4.66 5.03
H24 1.98 -3.20 5.67
H25 -0.78 -4.76 2.43
H26 -1.04 -3.30 0.50
H27 -0.35 -1.91 -0.86
H28 0.24 -1.57 -2.89
H29 4.28 -1.67 -5.73
H30 4.44 -3.29 -4.98
H31 2.11 -3.35 -4.62
H32 1.96 -1.78 -5.43
H33 4.85 -0.54 -1.25
H34 2.91 -0.30 0.28
H35 2.29 -0.90 1.84
H36 2.63 -2.44 3.72



5.
Here is a structure of composition C35H36BrCaN6O9P2 from OMol25. Energies are from wB97M-V/def2-TZVPD.

Results
E_HOMO (alpha / beta)	-3.01 / -3.01	eV
Kohn-Sham gap (alpha / beta)	4.81 / 4.81	eV
total energy	-6295.59422	hartree
net charge	-1

Geometry (Å):
Ca1 0.38 0.36 -1.21
Br1 5.68 -2.22 4.09
C1 4.51 -1.81 2.73
C2 4.76 -2.29 1.45
C3 4.08 -1.80 0.42
C4 2.88 -1.11 0.64
O1 2.11 -0.86 -0.38
C5 2.62 -0.59 1.96
C6 1.61 0.39 2.35
N1 0.61 0.79 1.67
C7 -0.31 1.81 2.28
C8 -0.26 1.98 3.77
C9 -0.22 3.23 4.40
C10 -0.42 4.45 3.68
C11 -0.49 4.40 2.31
C12 -1.11 5.33 1.43
C13 -1.49 4.96 0.18
C14 -0.87 3.72 -0.40
N2 0.29 3.28 0.37
C15 -0.03 3.19 1.60
C16 3.41 -1.06 3.04
H1 5.64 -2.92 1.41
H2 4.31 -2.00 -0.62
H3 1.80 0.92 3.31
H4 -0.34 1.08 4.36
H5 -0.01 3.26 5.48
H6 -0.62 5.38 4.25
H7 -1.42 6.35 1.79
H8 -2.11 5.62 -0.46
H9 -0.55 3.79 -1.46
H10 3.13 -0.83 4.06
C17 -4.12 3.48 -4.75
C18 -4.27 3.99 -3.43
C19 -3.60 3.38 -2.40
C20 -2.69 2.29 -2.63
C21 -2.69 1.68 -3.92
C22 -3.34 2.31 -4.96
N3 -1.82 1.84 -1.68
N4 -1.75 2.45 -0.48
C23 -2.35 1.77 0.62
C24 -3.70 1.44 0.40
C25 -4.33 0.45 1.18
C26 -3.61 -0.13 2.20
C27 -2.37 0.42 2.62
C28 -1.72 1.38 1.88
H11 -4.74 3.90 -5.52
H12 -4.94 4.81 -3.26
H13 -3.59 3.76 -1.36
H14 -2.09 0.77 -4.12
H15 -3.20 1.90 -5.92
H16 -4.32 1.90 -0.35
H17 -5.36 0.13 0.94
H18 -3.98 -0.99 2.74
H19 -1.85 0.09 3.56
N5 2.74 -1.54 -3.57
C29 1.90 -0.67 -4.62
C30 2.17 -1.08 -6.05
P1 0.12 -1.17 -4.31
O2 0.35 -2.76 -4.64
O3 -1.00 -0.59 -5.12
O4 -0.03 -1.05 -2.80
P2 2.20 1.11 -4.18
O5 1.48 2.12 -5.22
O6 3.71 1.09 -4.19
O7 1.43 1.33 -2.86
H20 2.65 -2.51 -3.89
H21 2.29 -1.60 -2.64
H22 3.64 -1.08 -3.61
H23 1.80 -2.11 -6.33
H24 3.18 -0.89 -6.31
H25 1.60 -0.35 -6.65
H26 -0.52 -3.24 -4.62
H27 2.16 2.55 -5.75
O8 -0.38 -1.98 3.70
C31 -0.40 -2.72 2.56
O9 -0.47 -2.17 1.44
C32 -0.21 -4.22 2.83
N6 -0.39 -4.60 4.25
C33 0.64 -5.54 4.69
C34 1.51 -5.80 3.46
C35 1.18 -4.73 2.44
H28 -0.95 -4.72 2.19
H29 -1.36 -4.84 4.54
H30 -0.38 -2.66 4.44
H31 0.19 -6.51 4.95
H32 1.15 -5.15 5.58
H33 1.24 -6.79 2.99
H34 2.57 -5.87 3.69
H35 1.15 -5.16 1.42
H36 1.92 -3.93 2.35



6.
Here is a structure of composition C29H20F2N6O9OsS from OMol25. Energies are from wB97M-V/def2-TZVPD.

Results
E_HOMO (alpha / beta)	-7.93 / -8.76	eV
Kohn-Sham gap (alpha / beta)	7.22 / 6.16	eV
total energy	-2811.27108	hartree
multiplicity	5

Geometry (Å):
Os1 1.10 -0.16 0.61
O1 2.10 -5.24 4.50
C1 1.92 -4.34 3.73
C2 2.54 -2.93 3.81
O2 3.27 -2.52 4.68
C3 1.99 -2.17 2.65
C4 0.98 -2.96 1.97
O3 0.24 -2.47 1.10
C5 0.99 -4.36 2.51
O4 0.42 -5.32 2.05
O5 2.27 -1.01 2.29
F1 -1.24 1.12 -0.50
C6 0.15 1.22 -0.60
F2 0.41 1.09 -1.95
H1 0.41 2.25 -0.33
C7 4.73 0.68 -4.07
C8 3.90 1.55 -3.18
C9 3.21 2.65 -3.60
C10 2.52 3.40 -2.64
N1 2.55 3.11 -1.34
C11 3.21 2.01 -0.93
S1 3.27 1.52 0.69
N2 3.86 1.26 -1.86
C12 1.70 4.58 -3.05
H2 4.42 0.79 -5.10
H3 4.65 -0.36 -3.77
H4 5.78 0.98 -3.99
H5 3.19 2.92 -4.64
H6 4.26 0.38 -1.53
H7 2.26 5.24 -3.72
H8 1.37 5.13 -2.18
H9 0.82 4.23 -3.60
N3 -8.36 0.07 5.47
C13 -7.28 0.17 5.11
C14 -5.91 0.30 4.66
C15 -4.87 0.30 5.59
C16 -3.56 0.42 5.16
C17 -3.30 0.55 3.81
C18 -4.32 0.56 2.88
C19 -5.63 0.43 3.30
N4 -1.95 0.68 3.37
C20 -0.96 1.45 3.96
C21 0.14 1.31 3.19
N5 -0.17 0.47 2.13
C22 -1.43 0.12 2.27
H10 -5.10 0.19 6.64
H11 -2.75 0.40 5.88
H12 -4.10 0.70 1.82
H13 -6.44 0.43 2.59
H14 -1.13 2.03 4.85
H15 1.13 1.73 3.30
H16 -1.97 -0.55 1.61
O6 3.20 -1.80 -2.64
C23 2.17 -1.51 -2.05
O7 2.19 -1.04 -0.84
C24 0.85 -1.59 -2.78
C25 -0.34 -1.92 -2.15
C26 -1.53 -1.89 -2.84
C27 -1.52 -1.49 -4.17
C28 -0.35 -1.18 -4.83
C29 0.85 -1.25 -4.13
N6 -2.80 -1.38 -4.89
O8 -3.80 -1.78 -4.33
O9 -2.79 -0.89 -6.00
H17 -0.33 -2.24 -1.12
H18 -2.47 -2.15 -2.38
H19 -0.38 -0.89 -5.87
H20 1.79 -1.04 -4.62